7
Properties=species:S:1:pos:R:3:forces:R:3:nbo_charge:R:1 method="wB97M-V/def2-TZVPD" e_homo_ev=-9.90 orbital_gap_ev=9.32 spin_multiplicity=1 smiles="O=C(Br)CI" lumo_ev=-0.577
C 0.74114 1.21975 1.02396 -0.640 0.249 -1.698 0.488
C 0.51372 0.29030 -0.21015 1.221 -2.286 -1.564 -0.659
O 1.06075 2.36199 1.03392 -0.091 -1.036 -0.249 -0.464
Br 0.34172 0.28962 2.66364 0.054 -0.234 0.106 -0.003
I 0.42976 0.85215 -2.39027 -0.026 0.390 1.483 0.093
H 1.35887 -0.44956 -0.37540 -0.068 1.437 0.891 0.273
H -0.21740 -0.55083 -0.24032 -0.449 1.480 1.032 0.273